Record 1
71
Properties=species:S:1:pos:R:3 method="wB97M-V/def2-TZVPD" e_homo_ev="-4.9 / -6.2" multiplicity=2 charge=-1 de_lowest_ev=0.436 e_tot_ev=-74821.511 e_lumo_ha="0.091 / 0.042" max_force_ev_per_a=0.60
Hg 0.00 -0.61 1.22
C -4.82 3.90 2.78
H 2.43 2.15 0.16
C -4.39 3.06 1.76
H -8.24 -0.85 -0.30
C -5.37 3.37 3.94
C -6.31 -0.10 0.24
H 6.91 1.20 3.35
H 7.11 2.99 -0.53
C 7.14 2.18 1.46
H 5.11 -0.29 2.57
N -3.65 1.41 -0.43
C -2.62 0.20 1.19
C 5.58 -3.54 -3.58
C 2.18 0.27 -2.65
F -0.39 -2.80 0.47
C -4.01 0.74 0.81
N -1.75 0.41 0.20
H 6.35 -1.71 -4.40
O -1.90 1.35 -1.93
H -5.16 0.08 3.17
C 5.77 -2.16 -3.60
C -4.52 1.68 1.89
H -4.35 1.60 -1.14
C 4.27 -3.32 -1.58
O -2.32 -0.36 2.24
Sb 3.47 -0.76 -0.04
H 1.22 0.89 -4.46
H -7.51 -3.22 -0.30
F -1.19 -4.06 2.22
H -5.14 -3.77 0.25
H -5.69 4.03 4.73
H 1.26 3.77 -1.29
H -6.64 0.93 0.26
C -5.49 -2.75 0.24
H 7.92 2.84 1.80
C 5.11 0.48 0.57
H 5.37 -0.30 -2.65
H 2.41 -0.71 -3.03
H -3.57 -2.02 0.79
C 1.51 1.18 -3.46
H -3.95 3.46 0.86
C 2.52 0.62 -1.35
H 0.65 3.14 -3.60
B -1.12 -4.01 0.83
C -5.07 1.15 3.06
C 5.56 0.42 1.88
C 1.53 2.79 -1.68
C -4.99 -0.41 0.55
C -5.49 2.00 4.07
C 5.68 1.42 -0.29
C 5.22 -1.37 -2.61
C 6.69 2.26 0.15
C -4.58 -1.74 0.55
S 2.11 -0.13 2.14
C 4.83 -4.12 -2.57
F -0.41 -5.09 0.31
C 4.46 -1.94 -1.59
H 3.68 -3.78 -0.79
H 5.31 1.52 -1.31
C -7.21 -1.10 -0.07
C -2.37 1.08 -0.85
H -4.71 4.97 2.67
H -5.91 1.58 4.98
C 2.19 1.89 -0.86
H 4.67 -5.19 -2.56
C 1.19 2.44 -2.98
C 6.57 1.26 2.32
F -2.39 -3.93 0.26
H 6.01 -4.16 -4.36
C -6.80 -2.43 -0.07


Record 2
89
Properties=species:S:1:pos:R:3 method="wB97M-V/def2-TZVPD" e_homo_ev=-13.2 multiplicity=1 charge=+2 e_tot_ev=-195051.674 e_lumo_ha=-0.420 max_force_ev_per_a=3.19
C -0.70 -5.50 1.09
H 4.15 2.66 -0.42
C -3.03 -2.70 -2.19
F 4.76 2.49 -2.96
H -1.56 -4.48 2.77
O -3.83 0.01 -0.93
C -1.08 6.01 2.07
H -0.71 -6.06 3.13
F -3.52 2.66 4.68
C -0.10 2.25 -0.78
O -0.54 -2.11 1.78
H 1.16 3.94 -1.27
C -2.29 3.15 4.50
C -1.26 1.62 -1.07
O -0.22 -4.44 0.21
H -0.11 3.56 -2.40
C 0.36 -3.89 4.23
F 4.20 0.67 -3.87
H -1.53 -6.06 -3.66
C 2.23 2.18 0.35
F -0.62 3.63 2.06
F 6.60 0.21 -3.48
H -1.77 -4.01 -5.50
C -1.05 4.67 2.84
C -2.72 -0.49 -0.92
O 0.51 -4.45 2.92
H -1.49 4.33 -0.03
C -1.49 -2.59 -0.40
H -2.29 -5.42 -6.45
F -3.12 3.67 2.37
F -2.25 6.13 1.43
C -2.43 -1.95 -1.17
C 4.50 1.20 -2.70
H -1.53 -5.66 -1.76
C -2.37 -5.75 -4.27
H -1.71 -5.77 0.79
C -1.78 -4.62 -1.60
C -1.47 0.31 -0.60
F -0.20 4.78 3.86
H -0.41 -4.45 4.75
C -2.44 4.25 3.40
H 2.03 3.16 0.81
F -1.89 3.59 5.65
F 1.21 5.42 1.50
C -1.15 -3.91 -0.57
H 2.68 1.58 1.14
C -3.34 -4.79 -3.54
H -4.26 -5.29 -3.22
C -0.52 -0.34 0.19
C -0.85 4.76 -0.80
S 6.06 0.42 -2.00
F 7.38 -0.23 -1.43
C 0.62 0.30 0.49
H 1.48 -4.60 5.91
F -1.51 2.10 4.01
H 2.91 3.26 -1.47
C 0.12 3.66 -1.33
F 0.59 7.46 1.33
H 2.50 -4.35 4.45
Pd -1.84 1.33 2.13
C 1.67 -3.97 5.04
H -3.66 -4.06 -4.29
F 3.05 0.04 -1.12
C -0.15 6.06 -0.36
Br -4.32 -1.82 -3.26
H -2.01 2.09 -1.69
C 3.26 1.20 -1.76
C 3.17 2.42 -0.83
I 0.28 -5.75 -5.77
C -2.69 -4.03 -2.40
H 0.00 -2.85 4.18
C -1.78 -5.09 -5.55
C -0.83 -1.75 0.65
F -1.06 6.97 3.00
F 6.81 1.82 -2.01
F -3.11 5.24 3.94
H -2.96 -6.60 -4.60
F 1.02 6.25 -1.01
F 5.60 0.72 -0.51
C -0.68 -5.11 2.57
H -0.03 -6.36 0.96
H 1.89 -2.98 5.45
C 0.16 6.20 1.15
C 0.89 1.60 0.00
F -0.95 7.08 -0.73
F 2.17 1.34 -2.60
H -1.54 5.04 -1.60
H 1.37 -0.20 1.10
F 5.40 -1.01 -2.02


Record 3
74
Properties=species:S:1:pos:R:3 method="wB97M-V/def2-TZVPD" e_homo_ev=-4.0 multiplicity=1 charge=-1 de_lowest_ev=1.638 e_tot_ev=-116228.912 e_lumo_ha=0.060 max_force_ev_per_a=3.69
C 0.41 -14.78 10.62
H -1.39 -9.25 15.75
Cl -7.34 -12.54 12.49
N 2.76 -14.12 14.74
H -0.78 -8.02 16.83
H 1.61 -18.78 17.17
H -0.47 -16.13 9.14
C -5.64 -12.59 12.34
H 1.56 -15.42 12.26
C -5.10 -13.86 12.47
C 4.65 -11.41 14.02
C 1.97 -17.76 16.84
N 0.59 -13.51 10.97
C 1.23 -9.42 11.77
H -0.80 -14.36 7.43
H 3.86 -15.24 13.33
H 3.53 -6.90 14.97
C 1.92 -9.17 9.43
H 5.70 -11.56 14.40
C 3.54 -16.30 15.74
C 1.43 -8.97 13.17
C 0.63 -8.65 15.33
H 4.83 -14.13 14.34
H 3.27 -7.99 12.62
Cl -5.48 -10.10 11.25
C 1.77 -7.87 15.75
H -0.07 -12.11 7.91
N 0.87 -10.69 11.52
H 2.01 -7.57 10.96
H 5.62 -10.48 11.78
H 4.51 -10.30 14.01
H 2.46 -8.55 8.68
C -3.11 -12.72 12.92
C 1.54 -10.49 9.19
C 1.27 -15.52 16.07
F -0.29 -17.05 16.98
C 3.87 -14.22 13.81
C -0.39 -14.18 8.46
F 4.79 -16.05 15.27
C -4.88 -11.46 12.10
C 5.38 -11.54 11.61
C 2.73 -7.65 14.74
H 1.63 -7.27 16.64
C -0.20 -15.16 9.39
H 4.88 -11.65 10.67
C 1.73 -8.62 10.71
C 0.98 -16.72 16.72
H 1.64 -11.02 8.21
H 1.02 -16.84 11.26
C 0.97 -11.20 10.26
H 2.78 -13.14 12.35
H -0.27 -9.67 17.07
C 2.56 -15.26 15.41
F 4.35 -18.34 16.60
N 4.55 -12.01 12.70
C 3.85 -13.26 12.58
C -0.49 -8.90 16.26
Cl -6.05 -15.23 12.11
C -0.02 -12.82 8.72
C 0.45 -12.53 10.01
Cl -2.98 -15.29 13.65
C 3.24 -17.50 16.42
H -0.16 -15.99 12.27
N 0.57 -9.29 14.17
Cl -2.49 -10.15 12.45
H 6.37 -12.07 11.53
Rb 0.18 -12.64 13.89
C 2.55 -8.13 13.44
C -3.53 -11.53 12.45
F 0.26 -14.52 16.05
C 0.75 -15.85 11.66
C -3.74 -13.91 12.96
H 4.28 -13.78 11.67
H 3.99 -11.96 14.71


Record 4
79
Properties=species:S:1:pos:R:3 method="wB97M-V/def2-TZVPD" e_homo_ev="-3.5 / -5.0" multiplicity=5 charge=-1 de_lowest_ev=2.731 e_tot_ev=-142001.754 e_lumo_ha="0.059 / 0.074" max_force_ev_per_a=0.72
C -1.89 -0.44 -1.61
H -2.61 0.18 3.89
H -1.68 -2.25 3.92
H -5.02 0.88 1.95
F -3.06 -2.84 -5.64
H 0.13 -5.51 1.72
C 0.27 0.93 5.38
F -3.23 -0.23 -1.37
H 3.11 -0.58 1.31
N 1.99 1.95 -0.05
C -1.71 -1.80 -2.33
C -1.35 0.70 -2.48
S 0.97 0.46 3.89
C -0.08 1.32 -1.95
H 0.56 1.65 -2.76
H 3.81 2.25 0.90
C -1.13 -2.74 3.14
C -0.56 0.12 3.21
H -1.73 1.08 6.19
C -1.06 -3.42 -4.51
N 0.76 -1.58 -1.82
C -4.00 0.79 1.60
C -0.18 -4.52 2.01
F 1.63 3.65 -2.14
C 1.38 3.14 0.17
C 2.99 1.52 0.92
H 2.50 -2.00 -2.96
O -1.24 -0.59 -0.37
C 0.32 4.95 1.46
H -1.19 0.28 -3.48
F -0.80 6.75 0.40
H 3.46 0.04 -2.78
C -1.88 1.41 0.89
N 3.07 -0.31 -0.74
C -2.49 -1.77 -3.63
H -0.34 2.18 -1.33
C -2.25 -2.68 -4.59
C 3.06 -1.76 -0.89
C -0.06 -3.08 -3.62
H -3.21 -2.69 -1.25
C 3.84 0.33 -1.80
H 2.73 -2.19 0.06
Co 1.00 0.20 -0.75
O 0.69 -0.18 1.23
H 3.76 1.41 -1.71
C -0.92 -4.14 3.09
C -0.57 -2.07 2.09
C 0.35 5.13 -0.90
F -0.02 5.44 2.66
H 4.06 -2.15 -1.13
C -1.56 0.34 4.11
S 0.27 -3.16 1.06
H -2.14 1.45 -2.56
C -0.48 -0.55 1.83
F -3.54 -0.93 -3.76
N -2.26 -2.91 -1.53
C -1.68 -0.06 0.86
H 0.90 1.27 6.20
C -3.11 1.82 1.32
C -1.08 0.83 5.35
H 4.61 0.10 0.64
C 1.03 3.76 1.39
C 1.08 3.96 -0.95
H 2.61 1.48 1.94
F 1.37 3.23 2.58
H -3.39 2.87 1.42
H -1.71 -3.02 -0.69
F 0.08 5.81 -2.02
H -1.05 2.06 0.62
C -0.07 5.63 0.32
H 4.90 0.04 -1.74
F 1.11 -3.73 -3.87
S -3.31 -0.77 1.41
H 2.00 -3.29 -1.86
F -0.84 -4.41 -5.40
C 3.52 0.12 0.58
H -1.28 -4.83 3.84
C 2.08 -2.20 -1.97
C -0.21 -2.12 -2.60


Record 5
68
Properties=species:S:1:pos:R:3 method="wB97M-V/def2-TZVPD" e_homo_ev=-8.3 multiplicity=1 charge=0 de_lowest_ev=0.288 e_tot_ev=-88702.611 e_lumo_ha=-0.018 max_force_ev_per_a=0.48
H -1.37 -0.73 -2.09
C 0.08 2.62 -4.33
H 1.30 -2.44 0.94
C -0.12 -2.48 -2.16
H -1.11 -0.21 -4.48
N 1.29 0.02 -0.35
H -0.71 3.69 1.96
C -0.39 4.26 -0.08
H 4.59 0.00 -2.32
H 3.52 2.15 -1.64
C -2.13 -5.95 -0.70
C 0.74 -3.04 -4.35
H -1.87 -7.71 0.52
C -0.81 5.82 1.72
C 0.44 2.79 -3.00
C 3.67 0.01 -1.75
H 1.09 -4.20 -2.58
H 1.98 -3.25 -0.48
C -0.49 2.59 -1.98
C -0.62 -1.09 -4.07
H 1.97 3.30 -0.60
H -0.47 7.45 -1.22
C -0.33 5.33 -0.96
C -0.75 -1.37 -2.71
O -1.00 -1.88 0.04
C -0.64 4.52 1.27
C -0.41 -6.20 0.96
H -0.17 5.15 -2.02
C 1.33 2.51 -0.20
C -1.51 -6.71 0.28
H 1.45 3.09 -2.77
C -0.74 6.88 0.83
H -1.00 6.00 2.77
Rh -0.60 0.03 0.32
H 1.31 -3.70 -4.98
C 3.07 1.20 -1.38
C 1.89 1.19 -0.66
H 0.81 2.78 -5.11
C -2.15 2.06 -3.65
Cl 1.05 1.30 3.30
C 1.31 -2.45 -0.15
C -1.22 2.26 -4.66
Cl -2.14 0.29 3.03
H -3.17 1.78 -3.90
C -0.55 -4.16 -0.33
C -1.65 -4.69 -1.00
C -0.13 -2.72 -0.64
H 0.07 -6.78 1.73
C 0.06 -4.92 0.66
C -0.51 6.63 -0.51
H -2.99 -6.34 -1.23
C -1.78 2.22 -2.32
H 0.23 -1.70 -5.94
C 0.62 -3.32 -2.99
H 0.90 -4.54 1.22
H 3.52 -2.13 -1.59
H -0.88 7.90 1.18
Cl 0.36 -1.86 3.33
C 1.89 -1.15 -0.64
H -2.14 -4.10 -1.76
Si -0.20 -0.09 2.47
O -0.93 1.98 0.30
C 3.08 -1.18 -1.35
H -1.50 2.14 -5.70
H -2.51 2.08 -1.53
C -0.15 2.80 -0.50
H 1.42 2.56 0.89
C 0.13 -1.92 -4.89


Record 6
71
Properties=species:S:1:pos:R:3 method="wB97M-V/def2-TZVPD" e_homo_ev="-10.2 / -10.2" multiplicity=1 charge=+1 de_lowest_ev=1.752 e_tot_ev=-81460.823 e_lumo_ha="-0.198 / -0.198" max_force_ev_per_a=4.61
H 3.31 -4.56 2.66
H 1.14 -2.21 -3.63
H -1.05 4.27 4.17
N 0.24 -1.56 -1.84
C -3.59 1.36 -4.70
N -0.41 -0.26 1.62
C 4.17 0.71 0.05
H -0.66 -3.36 -2.49
C -0.02 3.22 -0.39
C 2.72 -3.78 3.12
H 0.25 3.14 -1.44
C -0.49 4.53 1.55
H 0.83 -2.66 -0.17
C 3.71 -1.55 -0.63
H -0.62 5.48 2.04
H -1.33 -2.68 -0.99
C 4.61 -0.57 -0.26
H 4.05 -2.54 -0.88
C -0.92 0.92 3.70
H -1.70 -1.93 -2.55
C -1.07 2.13 4.34
N -2.14 0.51 -1.41
C 0.84 -2.30 3.07
C 2.82 1.01 -0.01
C -0.92 3.33 3.67
C -4.67 0.58 -2.60
H 3.92 -3.68 4.88
C 1.91 0.04 -0.38
H 1.72 -3.08 -1.66
C -1.09 1.39 -3.36
C 1.60 -3.29 2.47
C 2.28 -2.31 4.97
C -0.62 3.34 2.29
O -1.76 -1.78 3.17
C -4.50 0.17 -1.28
C 1.30 -2.25 -1.07
Pt -0.08 0.26 -0.68
C -2.44 1.74 -5.40
C -3.24 0.15 -0.72
C -0.18 4.46 0.20
H -5.65 0.61 -3.05
H -3.08 -0.17 0.30
H 5.67 -0.80 -0.23
C 2.35 -1.25 -0.68
C 0.77 -1.29 -3.18
Cl -5.07 1.35 -5.54
O 0.03 1.44 -2.80
C 3.06 -3.29 4.37
C -0.59 0.86 2.32
H -5.35 -0.14 -0.69
H -1.31 2.14 5.40
H -0.01 -0.89 -3.82
C -2.28 0.94 -2.69
O -0.84 -2.60 1.06
C -3.54 0.96 -3.34
C 1.16 -1.82 4.32
H 2.50 2.01 0.23
C -0.93 -2.43 -1.97
I 0.55 2.30 -5.69
H 1.30 -3.69 1.52
H -1.10 -0.01 4.22
H -0.04 5.35 -0.38
S -0.68 -1.79 2.24
H 2.54 -1.95 5.95
C -0.46 2.11 1.61
C -1.23 1.77 -4.75
H 1.58 -0.56 -3.14
H -2.51 2.01 -6.44
H 4.88 1.47 0.34
H 0.53 -1.10 4.81
N -0.18 2.07 0.29